Entry 1:
C51H51N3O2Y as an isolated structure, computed with ωB97M-V with the def2-TZVPD basis set.

Properties
- ΔE to the lowest compared entry with this formula, charge and spin (eV) = 0.0000
- HOMO (eV) = -10.64
- gap between HOMO and LUMO (eV) = 7.467
- E_LUMO (eV) = -3.1696
- net charge = +1

Cartesian coordinates (Å):
Y  0.120  0.113  -0.291
O  -1.332  -0.384  -1.682
C  -1.763  -1.615  -2.177
C  -2.071  -2.548  -0.965
C  -0.878  -3.061  -0.194
C  -0.653  -4.425  -0.104
C  0.457  -4.901  0.570
C  1.329  -3.996  1.145
C  1.055  -2.644  1.046
C  2.015  -1.634  1.613
C  2.941  -1.015  0.514
O  2.158  -0.273  -0.372
C  3.977  -0.075  1.133
C  4.840  0.577  0.253
C  5.787  1.469  0.719
C  5.891  1.730  2.082
C  5.040  1.090  2.964
C  4.086  0.191  2.491
C  3.634  -2.180  -0.198
C  4.662  -2.876  0.435
C  5.224  -3.997  -0.157
C  4.766  -4.433  -1.394
C  3.752  -3.738  -2.033
C  3.186  -2.617  -1.438
N  -0.038  -2.184  0.400
C  -3.074  -1.434  -2.959
C  -3.691  -0.191  -2.992
C  -4.886  -0.012  -3.680
C  -5.477  -1.075  -4.342
C  -4.865  -2.321  -4.316
C  -3.673  -2.497  -3.632
C  -0.686  -2.196  -3.103
C  0.156  -1.324  -3.789
C  1.136  -1.799  -4.648
C  1.290  -3.165  -4.841
C  0.451  -4.044  -4.174
C  -0.528  -3.562  -3.315
H  -2.719  -1.958  -0.312
H  -2.659  -3.403  -1.296
H  -1.348  -5.109  -0.571
H  0.647  -5.964  0.635
H  2.225  -4.324  1.654
H  1.468  -0.814  2.098
H  2.622  -2.113  2.379
H  4.759  0.370  -0.808
H  6.454  1.960  0.021
H  6.637  2.422  2.450
H  5.115  1.279  4.027
H  3.439  -0.296  3.209
H  5.034  -2.528  1.393
H  6.027  -4.524  0.343
H  5.209  -5.305  -1.859
H  3.393  -4.065  -3.001
H  2.395  -2.075  -1.940
H  -3.224  0.637  -2.478
H  -5.353  0.965  -3.699
H  -6.406  -0.936  -4.880
H  -5.312  -3.158  -4.836
H  -3.201  -3.472  -3.641
H  0.019  -0.257  -3.664
H  1.776  -1.102  -5.173
H  2.052  -3.540  -5.512
H  0.556  -5.111  -4.320
H  -1.171  -4.273  -2.813
C  -3.736  2.512  5.579
C  -2.292  2.990  5.366
C  -1.415  2.527  6.540
C  -2.281  4.518  5.315
C  -1.756  2.368  4.085
C  -1.693  0.981  3.948
C  -1.201  0.437  2.784
N  -0.769  1.174  1.753
C  -0.827  2.511  1.859
C  -1.310  3.122  3.005
C  -0.336  3.294  0.681
C  -0.341  4.673  0.645
C  0.134  5.366  -0.471
C  0.606  4.597  -1.527
C  0.583  3.219  -1.422
N  0.123  2.570  -0.355
C  0.122  6.888  -0.486
C  0.677  7.450  -1.794
C  0.986  7.399  0.678
C  -1.324  7.376  -0.310
H  -4.133  2.947  6.497
H  -3.797  1.427  5.671
H  -4.378  2.820  4.751
H  -1.790  2.961  7.468
H  -0.381  2.848  6.407
H  -1.426  1.443  6.652
H  -2.673  4.908  6.253
H  -2.913  4.902  4.511
H  -1.270  4.913  5.192
H  -2.023  0.320  4.737
H  -1.145  -0.639  2.662
H  -1.341  4.197  3.061
H  -0.714  5.233  1.489
H  0.994  5.046  -2.429
H  0.955  2.606  -2.236
H  1.715  7.155  -1.955
H  0.647  8.539  -1.758
H  0.085  7.133  -2.655
H  2.017  7.054  0.582
H  0.604  7.069  1.645
H  0.990  8.489  0.677
H  -1.960  7.014  -1.120
H  -1.344  8.466  -0.322
H  -1.755  7.046  0.636



Entry 2:
C51H52BBrN6O3SSr as an isolated structure at a distorted geometry, computed with ωB97M-V with the def2-TZVPD basis set.

Properties
- ΔE to the lowest compared entry with this formula, charge and spin (eV) = 0.0000
- HOMO (eV) = -1.39
- gap between HOMO and LUMO (eV) = 5.369
- E_LUMO (eV) = 3.9828
- net charge = -2

Cartesian coordinates (Å):
Sr  1.413  0.873  -0.507
C  0.536  -5.167  -2.610
C  0.294  -4.360  -1.378
C  -0.693  -4.483  -0.427
C  -0.459  -3.420  0.470
N  0.596  -2.715  0.087
N  1.054  -3.290  -1.040
B  2.342  -2.830  -1.761
N  2.012  -1.850  -2.915
N  1.292  -0.721  -2.718
C  1.137  -0.157  -3.912
C  1.766  -0.931  -4.902
C  2.312  -1.997  -4.223
C  3.117  -3.131  -4.770
C  0.406  1.108  -4.098
C  0.782  1.971  -5.128
C  0.117  3.168  -5.323
C  -0.936  3.525  -4.487
C  -1.311  2.674  -3.461
C  -0.652  1.468  -3.272
N  3.392  -2.296  -0.765
N  3.162  -1.287  0.115
C  4.188  -1.277  0.952
C  5.122  -2.269  0.603
C  4.572  -2.901  -0.487
C  5.131  -4.059  -1.247
C  4.226  -0.430  2.154
C  5.439  0.028  2.666
C  5.473  0.768  3.835
C  4.296  1.069  4.506
C  3.085  0.623  4.000
C  3.053  -0.132  2.837
C  -1.226  -3.030  1.665
C  -2.328  -3.776  2.083
C  -3.075  -3.384  3.184
C  -2.731  -2.239  3.889
C  -1.636  -1.489  3.480
C  -0.894  -1.880  2.379
H  -0.222  -5.947  -2.694
H  1.520  -5.638  -2.600
H  0.481  -4.539  -3.503
H  -1.479  -5.221  -0.408
H  2.821  -3.799  -2.284
H  1.807  -0.744  -5.962
H  3.184  -3.032  -5.853
H  2.673  -4.100  -4.536
H  4.130  -3.130  -4.365
H  1.633  1.713  -5.747
H  0.435  3.839  -6.113
H  -1.439  4.475  -4.622
H  -2.099  2.959  -2.776
H  -0.955  0.820  -2.456
H  6.042  -2.517  1.106
H  6.106  -4.314  -0.834
H  5.258  -3.824  -2.305
H  4.487  -4.937  -1.183
H  6.352  -0.168  2.117
H  6.420  1.140  4.207
H  4.321  1.670  5.407
H  2.155  0.869  4.498
H  2.111  -0.506  2.454
H  -2.611  -4.666  1.532
H  -3.934  -3.972  3.487
H  -3.321  -1.922  4.740
H  -1.375  -0.574  3.996
H  -0.068  -1.275  2.031
O  2.728  2.168  -2.185
C  2.217  3.146  -1.580
O  1.021  3.138  -1.172
C  3.103  4.279  -1.155
C  3.237  5.427  -1.917
C  4.063  6.466  -1.501
C  4.749  6.329  -0.300
C  4.610  5.181  0.467
C  3.785  4.117  0.069
S  3.628  2.672  1.048
H  2.685  5.506  -2.847
H  4.167  7.363  -2.102
H  5.400  7.126  0.048
H  5.146  5.086  1.404
C  -6.460  1.355  3.249
C  -5.068  1.841  3.654
C  -4.738  1.237  5.027
C  -5.116  3.370  3.783
C  -3.998  1.437  2.641
C  -2.671  1.806  2.848
C  -1.706  1.444  1.941
Br  0.095  1.960  2.271
C  -1.944  0.700  0.748
O  -0.984  0.436  -0.058
C  -3.304  0.301  0.563
C  -4.263  0.698  1.493
C  -3.773  -0.469  -0.683
C  -2.756  -1.493  -1.202
C  -4.069  0.547  -1.796
C  -5.055  -1.267  -0.393
H  -7.190  1.665  4.002
H  -6.495  0.266  3.171
H  -6.765  1.775  2.289
H  -5.486  1.529  5.771
H  -3.760  1.570  5.379
H  -4.716  0.147  4.964
H  -5.867  3.674  4.520
H  -5.367  3.824  2.822
H  -4.151  3.771  4.095
H  -2.376  2.376  3.722
H  -5.284  0.400  1.311
H  -1.820  -1.043  -1.513
H  -3.196  -2.031  -2.049
H  -2.517  -2.223  -0.429
H  -3.162  1.092  -2.061
H  -4.822  1.270  -1.473
H  -4.432  0.039  -2.696
H  -4.914  -1.912  0.478
H  -5.284  -1.898  -1.256
H  -5.927  -0.634  -0.219



Entry 3:
C51H53BrN5OSSb2Se4Yb as an isolated structure at a distorted geometry, computed with ωB97M-V with the def2-TZVPD basis set.

Properties
- HOMO (spin up / spin down) (eV) = -1.25 / -1.26
- gap between HOMO and LUMO (spin up / spin down) (eV) = 3.589 / 3.602
- 2S+1 = 2
- E_LUMO (spin up / spin down) (eV) = 2.3434 / 2.3437
- net charge = -2

Cartesian coordinates (Å):
Yb  -0.191  0.439  0.447
N  -4.159  -1.756  1.877
C  -5.128  -0.865  2.521
C  -6.348  -1.256  3.117
C  -7.150  -0.372  3.848
C  -6.707  0.934  3.983
C  -5.518  1.324  3.380
C  -4.659  0.412  2.754
S  -2.955  0.766  2.605
N  -2.532  -0.061  1.287
C  -3.018  -1.274  1.174
C  -2.038  -2.205  0.413
C  -2.582  -3.546  0.162
C  -1.687  -4.611  0.000
C  -0.313  -4.424  -0.093
C  0.133  -3.149  0.155
N  -0.744  -1.976  0.120
H  -4.412  -2.725  1.743
H  -6.658  -2.316  3.026
H  -8.077  -0.717  4.329
H  -7.305  1.635  4.553
H  -5.191  2.368  3.447
H  -3.645  -3.860  0.109
H  -2.046  -5.654  -0.032
H  0.375  -5.285  -0.098
H  -5.439  -5.446  -4.594
Br  2.997  0.181  -0.085
H  -6.002  2.038  -0.072
O  -1.366  0.396  -1.779
Se  -2.234  6.798  0.135
Sb  -3.128  4.774  1.301
Se  -5.666  4.282  0.486
Se  -3.235  5.173  3.772
Se  -1.729  3.126  0.300
C  -1.724  -2.871  6.905
C  -1.109  -3.712  5.960
C  -0.680  -3.240  4.718
C  -0.710  -1.892  4.357
C  -1.433  -1.089  5.243
C  -1.924  -1.572  6.503
C  0.008  -1.468  3.221
C  1.018  -2.374  2.865
C  1.954  -2.811  2.023
C  3.311  -3.038  2.805
C  4.428  -3.063  1.973
C  3.954  -3.127  0.573
C  2.810  -3.663  0.008
C  1.681  -3.056  0.612
H  -2.010  -3.188  7.903
H  -0.935  -4.759  6.208
H  -0.272  -3.960  4.004
H  -1.688  -0.040  5.053
H  -2.494  -0.886  7.128
H  0.109  -0.382  3.018
H  3.286  -3.336  3.840
H  5.494  -2.944  2.179
H  4.443  -2.588  -0.254
H  2.890  -4.210  -0.941
H  -3.628  -2.380  -6.188
C  1.065  -4.055  -4.077
C  1.860  -3.134  -4.780
C  2.698  -3.406  -6.010
C  2.879  -2.328  -6.876
C  2.538  -1.000  -6.487
C  2.134  -0.782  -5.206
C  1.781  -1.764  -4.320
Sb  1.039  0.037  -2.661
C  -0.334  1.080  -4.092
C  -1.474  1.121  -3.281
C  -2.866  0.977  -3.687
C  -2.949  1.964  -4.605
C  -1.823  2.672  -5.059
C  -0.527  2.112  -5.040
C  0.584  2.550  -5.990
C  2.654  1.646  -3.244
C  3.894  1.007  -3.056
C  5.066  1.698  -2.535
C  5.075  2.982  -2.001
C  3.882  3.620  -2.150
C  2.831  3.132  -2.966
C  1.788  4.267  -2.837
H  1.696  -4.854  -3.552
H  -5.548  -5.915  -5.026
H  0.200  -3.629  -3.575
H  3.013  -4.426  -6.255
H  3.301  -2.471  -7.875
H  2.645  -0.158  -7.155
H  2.048  0.282  -4.928
H  -2.526  -2.592  -6.276
H  -3.504  0.201  -3.249
H  -3.892  2.260  -5.036
H  -1.907  3.605  -5.587
H  0.548  3.627  -6.134
H  0.491  1.975  -6.914
H  1.586  2.334  -5.568
H  4.044  -0.038  -3.316
H  5.998  1.129  -2.542
H  5.936  3.450  -1.499
H  3.789  4.579  -1.649
H  0.876  4.030  -2.293
H  1.360  4.645  -3.695
H  2.372  5.109  -2.721
N  3.700  3.756  2.754
C  2.343  4.478  2.800
C  1.490  3.890  4.046
N  1.572  2.349  3.960
C  2.998  1.823  4.201
C  4.067  2.962  3.983
H  4.574  4.238  2.313
H  3.571  3.075  1.953
H  1.434  4.276  2.129
H  2.770  5.463  2.971
H  0.444  4.122  3.969
H  2.011  4.115  4.966
H  1.003  1.891  4.677
H  3.082  1.094  3.378
H  3.001  1.315  5.191
H  4.980  2.478  3.632
H  4.219  3.640  4.874



Entry 4:
C51H54BaIN3O9P3 as an isolated structure at a distorted geometry, computed with ωB97M-V with the def2-TZVPD basis set.

Properties
- ΔE to the lowest compared entry with this formula, charge and spin (eV) = 0.0000
- HOMO (eV) = -5.34
- gap between HOMO and LUMO (eV) = 7.171
- E_LUMO (eV) = 1.8337
- net charge = -1

Cartesian coordinates (Å):
Ba  -0.656  0.219  0.030
O  2.846  0.794  -3.578
C  1.650  0.493  -3.618
O  0.696  1.020  -2.951
C  1.234  -0.614  -4.576
C  2.043  -0.837  -5.690
C  1.672  -1.749  -6.662
C  0.488  -2.466  -6.513
C  -0.296  -2.281  -5.386
C  0.062  -1.356  -4.398
P  -1.000  -1.091  -2.885
C  -1.519  -2.870  -2.668
C  -2.651  -3.496  -3.181
C  -2.935  -4.825  -2.880
C  -2.084  -5.556  -2.063
C  -0.936  -4.949  -1.562
C  -0.660  -3.622  -1.862
C  -2.472  -0.330  -3.706
C  -3.773  -0.536  -3.250
C  -4.850  0.115  -3.840
C  -4.642  0.998  -4.891
C  -3.347  1.235  -5.336
C  -2.272  0.580  -4.746
H  2.959  -0.265  -5.769
H  2.295  -1.899  -7.536
H  0.178  -3.173  -7.274
H  -1.203  -2.862  -5.276
H  -3.333  -2.948  -3.819
H  -3.830  -5.286  -3.283
H  -2.317  -6.583  -1.810
H  -0.261  -5.504  -0.920
H  0.219  -3.154  -1.428
H  -3.957  -1.206  -2.420
H  -5.852  -0.076  -3.472
H  -5.481  1.505  -5.355
H  -3.168  1.931  -6.148
H  -1.265  0.781  -5.094
C  4.225  1.770  -0.842
P  3.323  0.761  0.386
C  4.165  1.396  1.949
N  5.339  1.967  1.873
C  5.948  2.348  3.036
C  7.209  2.994  2.985
C  7.837  3.355  4.142
C  7.237  3.084  5.402
C  6.031  2.453  5.468
C  5.362  2.082  4.275
N  4.123  1.521  4.355
C  3.503  1.239  3.244
P  1.716  0.656  3.279
C  1.830  -0.493  4.710
C  0.883  2.155  4.059
C  1.023  3.287  3.031
C  1.406  2.618  5.419
C  -0.599  1.792  4.214
C  4.202  -0.902  0.247
C  5.720  -0.831  0.128
C  3.609  -1.552  -1.014
C  3.821  -1.743  1.471
H  5.307  1.687  -0.749
H  3.945  2.814  -0.681
H  3.892  1.481  -1.841
H  7.643  3.180  2.010
H  8.801  3.850  4.104
H  7.744  3.382  6.312
H  5.549  2.235  6.413
H  2.440  -0.092  5.519
H  2.265  -1.433  4.361
H  0.821  -0.710  5.065
H  2.066  3.598  2.913
H  0.451  4.163  3.360
H  0.650  2.989  2.046
H  2.485  2.750  5.439
H  1.141  1.907  6.208
H  0.937  3.580  5.666
H  -1.062  1.493  3.274
H  -1.135  2.660  4.620
H  -0.741  0.964  4.913
H  6.028  -0.443  -0.846
H  6.135  -1.842  0.226
H  6.173  -0.206  0.900
H  3.777  -0.943  -1.908
H  2.529  -1.698  -0.903
H  4.069  -2.534  -1.174
H  4.260  -1.340  2.391
H  4.200  -2.764  1.342
H  2.735  -1.797  1.593
O  0.830  2.274  -0.664
H  0.961  1.876  -1.580
H  0.822  3.226  -0.796
O  -3.402  0.507  0.241
C  -3.341  -0.720  0.029
O  -2.268  -1.342  -0.319
C  -4.586  -1.556  0.087
C  -5.816  -0.935  -0.061
C  -7.002  -1.678  -0.152
C  -6.875  -3.041  -0.077
O  -7.872  -3.978  -0.147
C  -7.223  -5.252  -0.054
O  -5.825  -5.024  0.130
C  -5.653  -3.659  0.083
C  -4.482  -2.955  0.161
H  -5.836  0.147  -0.119
H  -7.968  -1.207  -0.282
H  -7.385  -5.808  -0.977
H  -7.620  -5.799  0.798
H  -3.513  -3.433  0.245
I  -2.303  2.869  -2.015
C  -2.852  3.742  -0.219
C  -3.913  4.641  -0.193
C  -4.276  5.174  1.029
C  -3.578  4.792  2.165
C  -2.534  3.898  2.025
N  -2.159  3.376  0.848
H  -4.429  4.902  -1.105
H  -5.095  5.880  1.092
H  -3.837  5.179  3.142
H  -1.964  3.574  2.886
O  0.462  -1.715  0.885
C  -0.402  -1.688  1.818
O  -0.955  -0.644  2.266
H  -0.708  -2.649  2.256



Record order is preserved below.
E: -63325.0553, -151215.0095, -450089.4873, -113329.2119 eV